w) Density functional theory data (ωB97M-V with the def2-TZVPD basis set) for a structure of composition C30H22BrF5N5O2SSeTi.

Output
<S²>	0.76
net charge	0
2S+1	2
HOMO energy (alpha / beta)	-7.0 / -7.5	eV
orbital gap (alpha / beta)	7.03 / 7.29	eV

```
68
C30H22BrF5N5O2SSeTi | OMol25 | ωB97M-V with the def2-TZVPD basis set
Ti -0.0220 0.1845 -0.4786
O -0.0947 0.8949 -2.1761
C -1.0971 1.0481 -3.0538
C -0.8194 1.2220 -4.4025
C -1.8531 1.3856 -5.3107
C -3.1795 1.3999 -4.8860
C -3.4520 1.2563 -3.5365
C -2.4301 1.0804 -2.6052
C -2.8017 0.9670 -1.1846
N -1.9506 0.7224 -0.2764
N -2.3893 0.6874 1.0748
C -1.5181 0.0349 1.7834
O -0.4472 -0.5428 1.2906
C -1.7137 -0.0171 3.2570
C -0.7096 -0.5744 4.0393
C -0.8358 -0.6012 5.4234
C -1.9708 -0.0746 6.0220
C -2.9809 0.4724 5.2383
C -2.8561 0.5017 3.8596
H 0.2161 1.2105 -4.7217
H -1.6223 1.5030 -6.3628
H -3.9850 1.5276 -5.5965
H -4.4780 1.2722 -3.1834
H -3.8397 1.1169 -0.8936
H 0.1600 -0.9948 3.5523
H -0.0525 -1.0354 6.0309
H -2.0742 -0.0955 7.0995
H -3.8702 0.8762 5.7056
H -3.6340 0.9223 3.2367
C 3.2553 1.9655 3.3966
C 2.3083 2.4782 2.3439
C 2.0830 3.8260 2.1193
C 1.2018 4.2211 1.1369
C 0.5630 3.2429 0.3853
Br -0.6065 3.8548 -0.9541
N 0.7552 1.9461 0.5664
C 1.6123 1.5944 1.5389
H 3.6486 2.7837 3.9987
H 4.0980 1.4429 2.9421
H 2.7583 1.2627 4.0667
H 2.5959 4.5726 2.7170
H 0.9915 5.2624 0.9434
H 1.7408 0.5321 1.6987
C 3.2808 1.5857 -3.1224
N 2.9114 0.1957 -3.3677
C 2.7505 -0.3893 -4.6179
C 2.2890 -1.6393 -4.4111
N 2.1960 -1.7925 -3.0458
C 2.5667 -0.6801 -2.4062
S 2.5655 -0.4424 -0.7098
H 3.5808 2.0239 -4.0708
H 4.1023 1.6333 -2.4130
H 2.4245 2.1200 -2.7151
H 2.9618 0.1422 -5.5288
H 2.0122 -2.4140 -5.1025
H 1.7557 -2.5513 -2.5364
F -0.2760 -6.3907 2.6201
C -0.3870 -5.4395 1.6878
C 0.7181 -5.0312 0.9733
F 1.9084 -5.5926 1.2182
C 0.5870 -4.0542 0.0036
F 1.7175 -3.7607 -0.6690
C -0.6182 -3.4369 -0.2834
Se -0.8259 -2.0920 -1.6246
C -1.7066 -3.8739 0.4575
F -2.9246 -3.3498 0.2802
C -1.6081 -4.8575 1.4258
F -2.6855 -5.2484 2.1132
```

---

x) Density functional theory data (ωB97M-V with the def2-TZVPD basis set) for a structure of composition C30H22BrF5N5O2SSeTi.

Output
<S²>	0.76
net charge	0
2S+1	2
HOMO energy (alpha / beta)	-7.4 / -7.6	eV
orbital gap (alpha / beta)	7.16 / 7.31	eV

```
68
C30H22BrF5N5O2SSeTi | OMol25 | ωB97M-V with the def2-TZVPD basis set
Ti 0.4986 -0.1950 -0.8938
O 1.2879 -1.2166 -2.2452
C 1.5772 -2.4985 -2.4445
C 2.6100 -2.8393 -3.3215
C 2.9175 -4.1642 -3.5549
C 2.2002 -5.1856 -2.9316
C 1.1722 -4.8575 -2.0755
C 0.8495 -3.5205 -1.8098
C -0.2576 -3.2241 -0.9301
N -0.5473 -2.0425 -0.5208
N -1.7036 -1.9425 0.2504
C -2.0004 -0.6818 0.3712
O -1.2823 0.2617 -0.1561
C -3.1815 -0.2731 1.1681
C -3.9087 -1.2031 1.9073
C -5.0012 -0.7911 2.6524
C -5.3782 0.5464 2.6570
C -4.6576 1.4728 1.9161
C -3.5575 1.0667 1.1758
H 3.1531 -2.0389 -3.8074
H 3.7230 -4.4097 -4.2351
H 2.4432 -6.2211 -3.1245
H 0.5936 -5.6359 -1.5917
H -0.9040 -4.0404 -0.6118
H -3.6058 -2.2410 1.8852
H -5.5647 -1.5136 3.2284
H -6.2369 0.8639 3.2346
H -4.9570 2.5136 1.9099
H -2.9815 1.7741 0.5934
C 0.3565 -1.0167 4.5654
C 1.2904 -0.9471 3.3925
C 2.6609 -1.1381 3.5078
C 3.4718 -1.0455 2.3919
C 2.8763 -0.7644 1.1772
Br 3.9428 -0.5679 -0.3616
N 1.5658 -0.5855 1.0302
C 0.7989 -0.6757 2.1292
H 0.8332 -0.6328 5.4667
H 0.0503 -2.0464 4.7589
H -0.5410 -0.4291 4.3750
H 3.1016 -1.3453 4.4757
H 4.5421 -1.1713 2.4500
H -0.2534 -0.4875 1.9916
C -1.9497 3.5046 3.6589
N -1.7238 3.8870 2.2806
C -2.5875 4.6380 1.4943
C -2.0365 4.7282 0.2698
N -0.8401 4.0408 0.3231
C -0.6458 3.5005 1.5494
S 0.6231 2.5139 2.0301
H -2.5164 4.2891 4.1564
H -0.9837 3.3806 4.1424
H -2.4960 2.5619 3.7132
H -3.4994 5.0504 1.8860
H -2.3757 5.2248 -0.6201
H -0.2275 3.8328 -0.4580
F 4.3239 0.3791 -6.4069
C 3.4144 0.7620 -5.5108
C 3.7985 1.4805 -4.3932
F 5.0877 1.7828 -4.2106
C 2.8473 1.8670 -3.4685
F 3.2705 2.5576 -2.4059
C 1.5044 1.5523 -3.6117
Se 0.2073 1.9903 -2.2784
C 1.1475 0.8500 -4.7527
F -0.1224 0.5027 -4.9649
C 2.0805 0.4506 -5.6941
F 1.7031 -0.2373 -6.7742
```

---

It is x) that is the least stable of them.